Computed, not measured: 3 unconnected molecules or ions with the total composition C40H73FN4O6P, with ωB97M-V/def2-TZVPD.

Results
Multiplicity ... 3
Orbital gap (spin up / spin down) ... 4.9927 / 5.9489 eV
HOMO energy (spin up / spin down) ... -9.4 / -10.4 eV
E_LUMO (spin up / spin down) ... -4.41 / -4.41 eV
Total charge ... +1

Geometry (Å):
C 2.38 -2.56 1.33
C 2.20 -1.43 0.31
C 3.29 -0.37 0.48
C 2.45 -2.07 -1.08
C 0.79 -0.81 0.26
C 0.03 -0.51 1.56
C -0.60 -1.81 2.16
C 0.87 0.18 2.64
C -1.16 0.43 1.24
C -1.54 0.78 -0.05
C -2.65 1.59 -0.29
C -3.40 2.08 0.76
O -4.50 2.87 0.48
C -5.71 2.37 1.00
C -6.08 1.03 0.44
O -6.55 1.17 -0.90
C -6.47 0.03 -1.69
C -7.85 -0.65 -1.87
P -8.21 -2.06 -0.76
C -9.79 -1.80 0.12
C -9.68 -1.53 1.62
N -9.61 -2.79 2.37
C -6.77 -2.44 0.39
O -6.66 -1.93 1.45
N -5.84 -3.38 -0.12
C -4.52 -2.89 -0.28
O -3.92 -2.96 -1.28
F -4.05 -2.37 0.80
C -3.02 1.76 2.06
C -1.93 0.95 2.30
H 3.43 -2.83 1.43
H 1.99 -2.34 2.33
H 1.85 -3.45 0.98
H 3.14 0.28 1.33
H 3.29 0.25 -0.42
H 4.25 -0.88 0.52
H 1.52 -2.48 -1.46
H 3.14 -2.91 -1.00
H 2.79 -1.34 -1.79
H 0.92 0.14 -0.26
H 0.13 -1.42 -0.36
H -0.23 -2.00 3.16
H -1.68 -1.73 2.18
H -0.37 -2.65 1.51
H 1.85 -0.26 2.77
H 1.01 1.25 2.46
H 0.37 0.10 3.60
H -1.00 0.43 -0.91
H -2.91 1.85 -1.30
H -6.50 3.07 0.75
H -5.69 2.29 2.09
H -5.26 0.32 0.51
H -6.89 0.62 1.06
H -6.16 0.34 -2.69
H -5.72 -0.69 -1.36
H -8.65 0.07 -1.73
H -7.90 -1.06 -2.87
H -8.38 -3.19 -1.56
H -10.25 -0.95 -0.37
H -10.42 -2.67 -0.04
H -10.61 -1.04 1.92
H -8.87 -0.84 1.87
H -8.68 -3.19 2.29
H -9.71 -2.58 3.35
H -6.11 -3.76 -1.02
H -3.62 2.15 2.88
H -1.68 0.71 3.32
C -1.19 -0.16 -6.03
C -0.45 0.35 -4.77
C -1.07 1.66 -4.26
C -0.75 2.87 -5.13
C 0.76 3.01 -5.31
C 1.41 1.74 -5.85
N 1.01 0.54 -5.05
O 1.68 0.49 -3.95
C 1.03 1.57 -7.34
C 2.93 1.88 -5.83
C -0.64 -0.71 -3.69
H -2.03 0.48 -6.31
H -0.54 -0.26 -6.89
H -1.59 -1.17 -5.87
H -0.72 1.86 -3.25
H -2.16 1.53 -4.19
H -1.25 2.79 -6.10
H -1.14 3.77 -4.65
H 0.98 3.84 -5.98
H 1.21 3.26 -4.34
H 1.37 0.61 -7.72
H 1.51 2.35 -7.93
H -0.04 1.65 -7.53
H 3.30 2.13 -4.84
H 3.22 2.69 -6.50
H 3.42 0.97 -6.17
H -0.15 -1.65 -3.97
H -1.70 -0.91 -3.57
H -0.25 -0.40 -2.72
C 9.30 0.31 3.73
C 7.95 0.46 2.97
C 7.44 1.90 3.04
C 6.89 2.30 4.40
C 5.82 1.31 4.85
C 6.31 -0.14 4.85
N 6.93 -0.49 3.53
O 6.01 -0.73 2.66
C 7.30 -0.34 6.01
C 5.15 -1.08 5.13
C 8.23 0.12 1.51
H 9.65 1.26 4.14
H 9.26 -0.40 4.54
H 10.08 -0.06 3.06
H 6.65 2.03 2.29
H 8.25 2.57 2.75
H 7.70 2.36 5.14
H 6.46 3.30 4.34
H 5.47 1.57 5.86
H 4.95 1.40 4.19
H 7.77 -1.32 5.96
H 6.77 -0.27 6.96
H 8.09 0.41 6.05
H 4.32 -0.94 4.43
H 4.76 -0.89 6.13
H 5.46 -2.12 5.08
H 8.54 -0.92 1.40
H 9.05 0.75 1.16
H 7.37 0.30 0.87


Computed, not measured: 3 unconnected molecules or ions with the total composition C40H74BBrClN9O7P2, with ωB97M-V/def2-TZVPD.

Results
Multiplicity ... 1
Energy relative to the best compared isomer or geometry (same formula, charge and spin) ... 0.0 kJ/mol
Orbital gap ... 7.2313 eV
SMILES string ... CCOCCOCCOCc1c(CCc2ccccc2)c(CN)c(CB(O)O)c2nc(Cl)c([C@H](Br)CC)nc12.CN(C)P(=O)(N(C)C)N(C)C.CN(C)P(=O)(N(C)C)N(C)C
HOMO energy ... -8.0 eV
E_LUMO ... -0.74 eV

Geometry (Å):
C 2.25 3.04 -1.40
C 2.55 3.60 -2.83
O 1.53 4.43 -3.39
C 0.29 3.75 -3.54
C 0.32 2.53 -4.53
O -0.93 1.80 -4.52
C -0.85 0.77 -5.52
C -2.20 -0.07 -5.42
O -1.93 -1.20 -4.60
C -3.04 -1.57 -3.76
C -2.42 -1.97 -2.36
C -2.67 -1.13 -1.20
C -3.56 0.15 -1.20
C -3.01 1.35 -2.06
C -3.65 2.67 -1.47
C -2.95 3.94 -1.36
C -3.62 5.12 -0.78
C -5.00 5.10 -0.29
C -5.72 3.82 -0.44
C -5.06 2.65 -1.00
C -2.00 -1.57 0.10
C -2.19 -0.76 1.44
N -3.39 -1.13 2.19
C -1.19 -2.77 0.14
C -0.51 -3.20 1.49
B 0.94 -2.47 1.55
O 1.77 -2.68 2.70
O 1.43 -1.60 0.55
C -0.98 -3.65 -1.07
N -0.22 -4.79 -0.87
C -0.15 -5.46 -2.03
Cl 0.76 -7.02 -1.96
C -0.73 -5.08 -3.35
C -0.57 -5.97 -4.63
Br -1.57 -7.68 -4.41
C 0.93 -6.14 -5.11
C 1.35 -7.67 -5.29
N -1.45 -3.94 -3.49
C -1.60 -3.22 -2.32
H 1.52 2.18 -1.52
H 3.14 2.61 -0.87
H 1.73 3.78 -0.73
H 2.85 2.77 -3.53
H 3.47 4.25 -2.74
H -0.45 4.51 -3.95
H -0.17 3.41 -2.57
H 0.58 2.91 -5.56
H 1.11 1.77 -4.25
H 0.07 0.13 -5.44
H -0.91 1.31 -6.52
H -2.47 -0.35 -6.49
H -2.97 0.64 -5.02
H -3.81 -0.77 -3.63
H -3.56 -2.50 -4.14
H -3.80 0.46 -0.14
H -4.56 -0.17 -1.63
H -1.89 1.36 -2.04
H -3.44 1.25 -3.09
H -1.89 4.05 -1.68
H -3.08 6.10 -0.67
H -5.52 5.97 0.16
H -6.78 3.77 -0.10
H -5.66 1.71 -1.07
H -2.31 0.33 1.16
H -1.28 -0.81 2.10
H -4.25 -0.83 1.74
H -3.41 -2.12 2.44
H -1.09 -2.89 2.39
H -0.28 -4.30 1.53
H 2.35 -3.44 2.47
H 2.12 -2.04 0.02
H -1.11 -5.43 -5.47
H 1.15 -5.66 -6.10
H 1.67 -5.73 -4.36
H 0.74 -8.14 -6.12
H 2.42 -7.77 -5.64
H 1.27 -8.26 -4.35
C 0.58 -7.57 3.31
N 1.88 -6.93 3.43
C 2.69 -7.30 2.27
P 2.79 -6.75 4.89
O 3.51 -5.48 4.44
N 1.84 -5.90 6.07
C 0.65 -5.17 5.68
C 2.64 -5.05 6.96
N 2.11 -8.29 5.49
C 1.43 -8.42 6.77
C 3.15 -9.34 5.43
H 0.65 -8.66 3.27
H 0.09 -7.24 2.38
H -0.11 -7.31 4.11
H 2.94 -8.37 2.29
H 3.62 -6.73 2.25
H 2.16 -7.09 1.34
H 0.82 -4.53 4.80
H 0.29 -4.53 6.49
H -0.18 -5.85 5.47
H 2.89 -4.10 6.49
H 3.57 -5.55 7.23
H 2.10 -4.85 7.89
H 2.05 -8.09 7.61
H 1.15 -9.47 6.95
H 0.49 -7.87 6.78
H 3.93 -9.17 6.19
H 3.64 -9.34 4.45
H 2.73 -10.33 5.57
C 1.16 9.51 2.58
N 0.25 8.60 1.91
C -0.25 7.63 2.89
P 0.46 7.94 0.33
O -1.03 7.78 0.05
N 0.61 9.23 -0.83
C 0.23 10.59 -0.47
C 0.04 8.92 -2.14
N 2.23 7.97 0.56
C 3.15 8.62 -0.37
C 2.71 6.58 0.76
H 2.02 9.00 3.02
H 0.63 10.03 3.39
H 1.54 10.29 1.93
H 0.56 6.96 3.23
H -1.04 7.02 2.47
H -0.67 8.14 3.76
H -0.75 10.63 0.02
H 0.20 11.24 -1.35
H 0.97 11.05 0.18
H -1.04 9.05 -2.16
H 0.26 7.88 -2.41
H 0.48 9.55 -2.91
H 3.04 8.25 -1.39
H 4.18 8.45 -0.06
H 3.02 9.70 -0.36
H 2.65 6.00 -0.16
H 2.10 6.07 1.52
H 3.74 6.57 1.13


Computed, not measured: 11 unconnected molecules or ions with the total composition C40H74Cl8O18, with ωB97M-V/def2-TZVPD.

Results
Multiplicity ... 1
Orbital gap ... 7.0939 eV
SMILES string ... O=C1C=C(O)C(=O)C=C1O.O=C1C=C(O)C(=O)C=C1O.COCCOC.COCCOC.COCCOC.COCCOC.COCCOC.ClCCCl.ClCCCl.ClCCCl.ClCCCl
HOMO energy ... -9.1 eV
E_LUMO ... -2.00 eV

Geometry (Å):
O 2.11 -15.29 -18.86
C 1.96 -14.38 -19.74
C 1.33 -13.06 -19.46
C 1.01 -12.17 -20.47
O 0.26 -11.04 -20.29
C 1.32 -12.43 -21.89
O 1.10 -11.63 -22.79
C 1.92 -13.64 -22.11
C 2.29 -14.51 -21.21
O 2.94 -15.67 -21.52
H 0.92 -12.94 -18.47
H -0.06 -10.72 -21.14
H 2.14 -13.85 -23.15
H 2.91 -16.26 -20.75
O 3.05 -15.32 -27.85
C 2.11 -15.84 -27.26
C 0.79 -16.17 -27.83
C -0.26 -16.51 -27.11
O -1.56 -16.70 -27.54
C -0.27 -16.58 -25.58
O -1.30 -16.63 -24.88
C 1.12 -16.51 -25.02
C 2.16 -16.19 -25.77
O 3.43 -16.20 -25.26
H 0.72 -16.09 -28.90
H -2.16 -16.99 -26.85
H 1.26 -16.68 -23.97
H 4.00 -16.45 -26.00
C 3.97 -9.81 -19.56
O 4.37 -9.15 -20.77
C 3.86 -9.73 -21.97
C 4.57 -9.09 -23.25
O 4.14 -7.74 -23.43
C 4.98 -6.94 -24.24
H 4.34 -10.84 -19.57
H 2.91 -10.06 -19.53
H 4.26 -9.25 -18.67
H 2.79 -9.68 -22.16
H 4.21 -10.75 -21.88
H 4.34 -9.61 -24.17
H 5.62 -9.17 -22.96
H 4.27 -6.15 -24.50
H 5.33 -7.36 -25.18
H 5.85 -6.50 -23.74
C -3.47 -13.77 -25.25
O -2.42 -13.22 -26.08
C -1.21 -13.10 -25.29
C 0.04 -12.65 -26.08
O -0.03 -13.02 -27.47
C 1.00 -12.65 -28.30
H -3.14 -14.59 -24.61
H -4.30 -14.08 -25.88
H -3.94 -13.01 -24.62
H -0.78 -14.03 -24.91
H -1.25 -12.37 -24.48
H 0.98 -13.06 -25.71
H 0.12 -11.57 -26.02
H 2.05 -12.66 -28.01
H 0.72 -11.67 -28.69
H 0.98 -13.43 -29.06
C 6.36 -13.57 -30.67
O 6.17 -12.55 -29.72
C 5.21 -11.49 -30.05
C 3.88 -11.90 -30.66
O 3.29 -10.66 -30.98
C 1.98 -10.60 -31.45
H 7.37 -13.99 -30.63
H 6.29 -13.15 -31.68
H 5.63 -14.37 -30.69
H 5.64 -10.83 -30.80
H 5.11 -10.87 -29.16
H 3.25 -12.47 -29.98
H 4.01 -12.49 -31.57
H 1.28 -9.92 -30.96
H 1.46 -11.56 -31.51
H 2.15 -10.33 -32.49
C 6.23 -16.12 -27.76
O 5.55 -16.87 -26.77
C 5.95 -18.18 -26.61
C 4.90 -18.90 -25.76
O 3.59 -19.13 -26.26
C 3.52 -19.58 -27.63
H 7.29 -16.09 -27.53
H 5.83 -15.11 -27.87
H 6.21 -16.71 -28.68
H 6.90 -18.25 -26.08
H 6.18 -18.58 -27.60
H 4.71 -18.37 -24.82
H 5.35 -19.80 -25.36
H 4.18 -20.45 -27.66
H 3.81 -18.83 -28.37
H 2.48 -19.81 -27.85
C 9.38 -13.42 -27.62
O 8.96 -13.64 -26.25
C 9.52 -12.89 -25.20
C 9.44 -11.34 -25.36
O 10.20 -10.87 -26.49
C 11.46 -10.35 -26.21
H 10.43 -13.16 -27.72
H 8.71 -12.69 -28.07
H 9.31 -14.26 -28.31
H 10.54 -13.18 -24.91
H 8.93 -13.19 -24.34
H 9.63 -10.73 -24.48
H 8.40 -11.06 -25.52
H 11.90 -10.10 -27.18
H 12.09 -11.05 -25.65
H 11.24 -9.43 -25.67
Cl 6.00 -5.47 -27.51
C 6.23 -6.57 -28.86
C 5.34 -7.82 -28.76
Cl 5.86 -8.91 -27.42
H 7.30 -6.69 -28.98
H 5.80 -5.92 -29.62
H 5.45 -8.42 -29.66
H 4.26 -7.69 -28.69
Cl 6.09 -13.35 -19.25
C 6.62 -12.05 -20.33
C 8.06 -12.40 -20.69
Cl 8.59 -11.40 -22.05
H 6.59 -11.11 -19.78
H 5.98 -12.13 -21.21
H 8.07 -13.43 -21.03
H 8.75 -12.25 -19.86
Cl 0.21 -7.57 -25.00
C 1.52 -8.59 -25.33
C 2.20 -8.19 -26.59
Cl 1.68 -8.96 -28.20
H 1.23 -9.63 -25.23
H 2.31 -8.51 -24.58
H 3.23 -8.54 -26.55
H 2.36 -7.11 -26.67
Cl 5.83 -12.26 -24.00
C 5.26 -13.31 -25.23
C 4.82 -12.46 -26.47
Cl 3.46 -11.43 -26.16
H 4.52 -13.98 -24.78
H 6.11 -13.96 -25.44
H 4.74 -12.98 -27.42
H 5.61 -11.76 -26.75